Formula: C40H30F3NO9
Source: the Open Molecules 2025 dataset
Level of theory: wB97M-V/def2-TZVPD

Properties
HOMO   -0.3556 Eh
Lowest unoccupied orbital energy   -0.0505 Ha
Strongest force on any atom   1.650 eV/Å
E_tot   -2573.87308 hartree

```
! RIJCOSX wB97M-V def2-TZVPD def2/J DEFGRID3
* xyz 0 1
C 6.211 -0.367 -3.108
C 5.866 -1.273 -4.257
O 6.135 -2.460 -4.216
N 5.196 -0.715 -5.350
C 3.892 -1.372 -5.621
C 2.851 -0.366 -6.100
C 1.472 -0.815 -5.651
C 0.358 0.199 -6.034
C -0.378 0.594 -4.811
C -1.444 0.031 -4.256
C -2.244 -1.123 -4.737
O -3.054 -1.623 -3.676
C -2.982 -2.955 -3.480
F -3.620 -3.251 -2.339
F -3.559 -3.640 -4.490
F -1.710 -3.386 -3.390
C -1.708 0.781 -2.991
O -2.419 0.545 -2.049
O -0.877 1.898 -2.986
C 0.071 1.715 -3.959
O 1.090 2.347 -4.036
H 6.717 -0.945 -2.354
H 6.865 0.443 -3.407
H 5.309 0.048 -2.673
H 5.074 0.272 -5.167
H 4.056 -2.141 -6.363
H 3.544 -1.868 -4.720
H 2.901 -0.279 -7.175
H 3.069 0.578 -5.613
H 1.213 -1.797 -6.023
H 1.502 -0.883 -4.571
H -0.329 -0.260 -6.731
H 0.782 1.081 -6.493
H -2.901 -0.761 -5.520
H -1.618 -1.886 -5.178
C 0.561 2.511 -0.305
C -0.222 1.818 0.614
C 0.371 1.164 1.681
C 1.753 1.186 1.825
C 2.541 1.862 0.889
C 1.939 2.532 -0.169
C 4.026 1.860 0.996
O 4.713 2.446 0.185
C 4.649 1.107 2.121
C 6.033 1.048 2.213
C 6.628 0.363 3.258
C 5.842 -0.260 4.222
C 4.462 -0.208 4.133
C 3.860 0.469 3.080
C 2.373 0.488 2.984
O 1.689 -0.057 3.825
H 0.096 3.026 -1.127
H -1.297 1.790 0.495
H -0.234 0.630 2.400
H 2.551 3.060 -0.887
H 6.640 1.538 1.464
H 7.707 0.315 3.326
H 6.309 -0.789 5.042
H 3.846 -0.693 4.877
C -3.082 -1.712 1.938
C -3.653 -0.639 1.261
C -4.477 0.247 1.934
C -4.744 0.057 3.284
C -4.187 -1.032 3.958
C -3.348 -1.909 3.281
C -4.490 -1.280 5.394
O -4.003 -2.222 5.982
C -5.417 -0.342 6.088
C -5.755 -0.581 7.414
C -6.604 0.287 8.078
C -7.114 1.404 7.423
C -6.783 1.645 6.101
C -5.940 0.771 5.426
C -5.619 1.030 3.995
O -6.062 2.005 3.424
H -2.430 -2.397 1.412
H -3.450 -0.492 0.207
H -4.918 1.086 1.415
H -2.910 -2.744 3.811
H -5.353 -1.448 7.919
H -6.870 0.097 9.109
H -7.772 2.084 7.945
H -7.179 2.509 5.585
*
```



Formula: C40H30F5N3OP2Se2Tl
Source: the Open Molecules 2025 dataset
Level of theory: wB97M-V/def2-TZVPD

Properties
Energy relative to the best compared isomer or geometry (same formula, charge and spin)   0.0 kcal per mole
HOMO   -0.1734 Eh
Lowest unoccupied orbital energy   0.0822 Ha
Strongest force on any atom   1.199 eV/Å
E_tot   -7939.22640 hartree

```
! RIJCOSX wB97M-V def2-TZVPD def2/J DEFGRID3
* xyz -1 1
Tl 2.336 -1.664 2.118
C 3.622 -3.665 5.796
C 3.186 -2.266 5.467
C 1.847 -1.906 5.560
C 1.428 -0.631 5.218
C 2.346 0.297 4.752
C 3.689 -0.046 4.665
C 4.106 -1.314 5.034
H 2.831 -4.200 6.317
H 4.520 -3.675 6.411
H 3.844 -4.210 4.879
H 1.120 -2.628 5.906
H 0.382 -0.371 5.301
H 2.021 1.287 4.479
H 4.411 0.681 4.326
H 5.157 -1.567 4.985
Se 0.944 2.974 -3.600
P -0.380 2.116 -2.228
C -1.422 3.444 -1.541
C -0.882 4.233 -0.531
C -1.550 5.370 -0.115
C -2.754 5.722 -0.705
C -3.282 4.949 -1.724
C -2.610 3.821 -2.153
C -1.552 0.956 -3.023
C -1.190 0.354 -4.221
C -2.081 -0.482 -4.871
C -3.332 -0.726 -4.326
C -3.698 -0.118 -3.138
C -2.814 0.726 -2.493
C 0.419 1.351 -0.814
C 0.196 0.425 0.223
N 1.327 0.430 0.966
N 2.164 1.284 0.430
N 1.654 1.842 -0.621
P -1.194 -0.548 0.781
Se -1.084 -1.302 2.752
C -1.392 -1.954 -0.381
C -2.614 -2.741 -0.253
C -3.046 -3.532 -1.247
C -2.423 -3.527 -2.542
C -1.367 -2.740 -2.800
C -0.687 -1.992 -1.747
C -2.607 0.606 0.771
C -2.351 1.884 1.257
C -3.376 2.805 1.360
C -4.664 2.459 0.992
C -4.928 1.178 0.539
C -3.908 0.249 0.438
H 0.071 3.960 -0.100
H -1.129 5.987 0.667
H -3.275 6.614 -0.388
H -4.215 5.230 -2.196
H -3.000 3.232 -2.972
H -0.214 0.558 -4.642
H -1.799 -0.949 -5.803
H -4.021 -1.388 -4.830
H -4.675 -0.297 -2.710
H -3.106 1.227 -1.586
H -3.128 -2.679 0.698
H -3.932 -4.136 -1.116
H -2.884 -4.111 -3.327
H -0.979 -2.625 -3.802
H -0.148 -1.113 -2.085
H -1.344 2.157 1.542
H -3.170 3.804 1.712
H -5.462 3.185 1.058
H -5.932 0.909 0.248
H -4.113 -0.741 0.065
F 7.934 -0.368 -2.251
C 6.712 -0.725 -1.790
C 5.705 -1.111 -2.670
F 5.956 -1.093 -3.995
C 4.473 -1.519 -2.202
F 3.537 -1.898 -3.104
C 4.143 -1.570 -0.815
O 3.034 -1.971 -0.365
C 5.207 -1.139 0.026
F 4.964 -1.130 1.378
C 6.446 -0.745 -0.428
F 7.416 -0.394 0.445
C -0.099 -2.710 -0.577
H -0.143 -3.789 -0.560
H 0.815 -2.295 -0.173
*
```



Formula: C40H31AsBrCl3GeN3OReS
Source: the Open Molecules 2025 dataset
Level of theory: wB97M-V/def2-TZVPD

Properties
Energy relative to the best compared isomer or geometry (same formula, charge and spin)   36.6 kcal per mole
HOMO (spin up / spin down)   -0.4608 / -0.4774 Eh
Lowest unoccupied orbital energy (spin up / spin down)   -0.2303 / -0.2474 Ha
Strongest force on any atom   0.833 eV/Å
⟨S²⟩   2.01
E_tot   -10525.83942 hartree

```
! RIJCOSX wB97M-V def2-TZVPD def2/J DEFGRID3
* xyz 2 3
Re -0.152 -0.205 0.981
Br 6.244 -0.030 -2.579
C 4.859 0.018 -1.321
C 4.754 1.081 -0.439
C 3.765 1.072 0.536
C 2.880 0.022 0.612
O 2.003 -0.056 1.727
C 2.904 -0.999 -0.338
C 1.864 -2.000 -0.519
N 0.655 -1.860 -0.124
C -0.366 -2.773 -0.577
C -0.158 -4.010 -1.116
C -1.244 -4.787 -1.572
C -2.522 -4.324 -1.461
C -2.769 -3.068 -0.857
C -4.075 -2.573 -0.627
C -4.243 -1.404 0.044
C -3.111 -0.693 0.476
N -1.877 -1.095 0.233
C -1.684 -2.298 -0.421
C 3.932 -1.007 -1.284
H 5.462 1.898 -0.486
H 3.705 1.869 1.268
H 2.116 -2.836 -1.165
H 0.840 -4.425 -1.190
H -1.052 -5.760 -2.005
H -3.360 -4.917 -1.806
H -4.929 -3.147 -0.969
H -5.226 -1.009 0.263
H -3.204 0.222 1.043
H 3.983 -1.807 -2.013
S -1.042 1.659 2.102
C -0.922 3.133 1.097
C -1.406 4.318 1.647
C -1.372 5.492 0.910
C -0.873 5.497 -0.389
C -0.396 4.322 -0.942
C -0.401 3.149 -0.190
As 0.116 1.461 -0.945
C -1.172 1.418 -2.406
C -0.833 1.539 -3.748
C -1.835 1.610 -4.712
C -3.171 1.577 -4.344
C -3.512 1.493 -3.000
C -2.515 1.417 -2.040
C 1.810 1.746 -1.821
C 2.553 2.900 -1.602
C 3.709 3.126 -2.340
C 4.125 2.201 -3.288
C 3.401 1.031 -3.484
C 2.249 0.800 -2.747
H -1.816 4.312 2.651
H -1.749 6.408 1.348
H -0.866 6.411 -0.969
H -0.035 4.316 -1.963
H 0.197 1.596 -4.063
H -1.562 1.704 -5.756
H -3.945 1.641 -5.099
H -4.553 1.512 -2.699
H -2.786 1.425 -0.998
H 2.240 3.627 -0.869
H 4.277 4.034 -2.180
H 5.020 2.387 -3.870
H 3.731 0.303 -4.216
H 1.682 -0.110 -2.915
C -2.160 -3.486 6.250
C -1.643 -2.747 5.050
C -1.638 -3.330 3.784
C -1.161 -2.631 2.704
N -0.673 -1.374 2.782
C -0.657 -0.817 4.013
C -1.123 -1.460 5.139
H -3.017 -4.108 5.992
H -2.445 -2.803 7.047
H -1.382 -4.148 6.641
H -2.006 -4.338 3.636
H -1.148 -3.096 1.732
H -0.263 0.183 4.087
H -1.086 -0.942 6.089
Cl 4.872 -0.865 3.004
Ge 2.803 -0.690 3.247
Cl 2.318 0.714 4.718
Cl 2.068 -2.619 3.612
*
```